(1)
Density functional theory data (ωB97M-V with the def2-TZVPD basis set) for C15H34CuNO4 as an isolated structure in a non-equilibrium geometry.

Structure (ORCA input):
```
! RIJCOSX wB97M-V def2-TZVPD def2/J DEFGRID3
* xyz -2 1
Cu -4.2523 -20.3347 -12.2162
C -6.5953 -18.0237 -10.1177
C -5.5037 -17.6904 -11.1648
O -5.5659 -18.4188 -12.3114
H -6.3176 -18.8823 -9.4955
H -7.5552 -18.1863 -10.6110
H -6.7291 -17.1912 -9.4011
H -4.5150 -17.8385 -10.6520
H -5.5493 -16.5774 -11.3491
C -6.9652 -22.1695 -11.4001
C -6.7667 -22.3467 -12.9159
O -6.5455 -21.1900 -13.5237
H -7.3798 -23.0785 -10.9141
H -7.6044 -21.3054 -11.1854
H -6.0422 -21.8912 -10.8626
H -7.5570 -23.0462 -13.3159
H -5.8399 -23.0065 -13.0081
C -1.6286 -18.7677 -14.8144
C -2.4468 -20.0613 -14.8475
O -3.7863 -19.8563 -14.6606
H -1.7896 -18.0471 -15.6199
H -0.5570 -19.0520 -14.8003
H -1.8971 -18.2516 -13.8863
H -2.0800 -20.7363 -14.0466
H -2.2673 -20.6150 -15.8142
C -1.1117 -23.2621 -10.9357
C -2.5831 -22.7707 -11.0397
C -3.5404 -23.5999 -10.1760
C -3.4258 -23.3497 -8.6865
C -3.5960 -21.8713 -8.3846
C -2.6793 -20.9456 -9.1832
N -2.5991 -21.3684 -10.5695
O -1.9573 -20.4524 -11.4089
C -3.2843 -19.5515 -9.0966
C -1.2509 -20.8993 -8.5604
C -3.0010 -22.8823 -12.4957
H -0.9682 -23.8102 -10.0030
H -0.3604 -22.5156 -11.1889
H -0.9531 -24.0050 -11.7291
H -4.5418 -23.4548 -10.5859
H -3.2308 -24.6287 -10.4052
H -2.4578 -23.7625 -8.3686
H -4.1704 -23.9153 -8.1191
H -3.4364 -21.6918 -7.3180
H -4.6199 -21.6037 -8.6594
H -2.5712 -18.8482 -9.5450
H -4.2555 -19.3780 -9.5465
H -3.2499 -19.2079 -8.0544
H -1.2797 -20.2280 -7.6969
H -1.0680 -21.9034 -8.1710
H -0.4775 -20.5330 -9.2303
H -2.3328 -22.3358 -13.1609
H -3.9886 -22.4645 -12.7469
H -2.9627 -23.9421 -12.7588
H -0.9932 -20.5644 -11.3275
*
```

**Energy**: -70418.7204 eV
**Kohn-Sham gap**: 3.8 eV

***

(2)
Density functional theory data (ωB97M-V with the def2-TZVPD basis set) for C15H34FN3O5Ta as an isolated structure in a non-equilibrium geometry.

Structure (ORCA input):
```
! RIJCOSX wB97M-V def2-TZVPD def2/J DEFGRID3
* xyz -1 1
C -2.3626 4.5713 -1.6630
C -1.1051 3.9211 -2.2267
C -0.6840 2.7131 -1.4029
O 0.5110 2.1364 -1.8904
Ta 1.2299 0.4313 -1.2266
O 2.3221 0.3333 -2.8710
F 2.0368 -1.1420 -0.5851
C -0.4316 -0.7866 -2.2073
C -0.0030 -2.1776 -2.7194
C -0.7361 -3.3651 -2.0632
C 0.1025 -4.2073 -1.1147
N 0.4227 -3.5476 0.1663
C -0.6220 -3.4328 1.1071
N -1.5498 -2.5769 1.1069
N -0.6013 -4.4182 2.1151
C 2.8327 1.5170 0.0188
C 3.2701 0.9647 1.3838
C 2.4176 1.4957 2.5613
C 3.2522 1.5737 3.8114
O 3.8246 2.5476 4.2228
O 3.4172 0.3811 4.4728
C -0.1039 0.5103 0.6215
O -1.5041 0.2775 0.3990
C -2.3201 0.5964 1.5014
C -3.6667 -0.1141 1.3690
H -3.2262 3.9058 -1.7458
H -2.2429 4.7947 -0.5987
H -2.6082 5.5034 -2.1758
H -1.2836 3.5978 -3.2563
H -0.2811 4.6408 -2.2259
H -0.5557 3.0171 -0.3568
H -1.4838 1.9636 -1.4509
H 1.8952 0.7888 -3.6058
H -0.7316 -0.1498 -3.0525
H -1.3267 -0.8870 -1.5873
H -0.1938 -2.2354 -3.7972
H 1.0773 -2.3233 -2.6052
H -1.6349 -3.0240 -1.5427
H -1.0910 -4.0506 -2.8419
H 1.0629 -4.4073 -1.5962
H -0.3874 -5.1764 -0.9354
H 1.2140 -4.0226 0.5792
H -1.4211 -1.8813 0.3732
H 0.3157 -4.7978 2.2970
H -1.0308 -4.0849 2.9676
H 3.7050 1.5881 -0.6401
H 2.4738 2.5466 0.1610
H 3.2231 -0.1294 1.3832
H 4.3173 1.2190 1.5966
H 2.0257 2.4874 2.3399
H 1.5688 0.8283 2.7324
H 2.6794 -0.2058 4.2767
H 0.2688 -0.2632 1.3193
H 0.0075 1.4781 1.1385
H -2.4620 1.6885 1.5378
H -1.8099 0.3090 2.4306
H -3.9244 -0.6720 2.2702
H -3.6074 -0.8345 0.5532
H -4.4810 0.5859 1.1711
*
```

**Energy**: -35086.3688 eV
**Kohn-Sham gap**: 7.0 eV

***

(3)
Density functional theory data (ωB97M-V with the def2-TZVPD basis set) for C15H34N6O3PRu as an isolated structure in a non-equilibrium geometry.

Structure (ORCA input):
```
! RIJCOSX wB97M-V def2-TZVPD def2/J DEFGRID3
* xyz 4 2
Ru -0.0317 0.1501 -0.6506
C 2.8394 0.2947 0.0597
C 2.4740 -1.2137 -0.0629
N 1.0225 -1.3773 0.2927
C 0.2785 -2.5945 -0.1288
C -1.1160 -2.2948 0.3510
C -2.0300 -3.1369 0.9425
C -3.1751 -2.5813 1.5157
C -3.3314 -1.1989 1.5733
C -2.3731 -0.4028 0.9810
C -2.1576 1.0762 1.1256
N -0.6763 1.1830 1.1095
C 0.0087 2.5115 1.2388
C 1.4258 2.3404 0.6529
N 1.8058 0.9396 0.8818
N -1.3401 -0.9644 0.3285
H 2.8460 0.7458 -0.9298
H 3.8381 0.4263 0.4760
H 2.6202 -1.5708 -1.0767
H 3.0929 -1.8166 0.6025
H 0.9351 -1.2714 1.2994
H 0.6723 -3.5217 0.2904
H 0.3269 -2.6424 -1.2115
H -1.8475 -4.2028 0.9904
H -3.9046 -3.2249 1.9922
H -4.1614 -0.7534 2.1070
H -2.6014 1.4620 2.0451
H -2.5701 1.6457 0.2973
H -0.3045 0.5934 1.8463
H -0.5606 3.2805 0.7199
H 0.0552 2.7999 2.2899
H 2.1301 3.0657 1.0634
H 1.4053 2.5079 -0.4265
H 1.9643 0.7681 1.8721
C -2.9409 3.1367 -1.8318
C -2.2401 1.8710 -2.2569
O -0.7654 1.9438 -1.9490
H -4.0110 3.0463 -2.0244
H -2.5890 3.9949 -2.4095
H -2.8050 3.3630 -0.7720
H -2.3369 1.7307 -3.3323
H -2.6191 0.9709 -1.7796
H -0.6545 2.8553 -1.6367
N 0.6390 1.6891 -4.6309
C -0.0786 0.3804 -4.8032
P 0.3291 -0.7942 -3.4294
O -0.8323 -1.2278 -2.5631
O 1.3882 -0.1109 -2.5894
C 0.9237 -2.2940 -4.3520
N 0.1201 -3.5339 -4.0329
H 0.5738 2.2700 -5.4742
H 0.2383 2.1934 -3.8333
H 1.6310 1.5440 -4.4160
H 0.2093 -0.0256 -5.7713
H -1.1504 0.5722 -4.8288
H 1.9766 -2.4758 -4.1362
H 0.8408 -2.1274 -5.4240
H -0.0786 -4.0786 -4.8803
H -0.7768 -3.2845 -3.5956
H 0.6174 -4.1668 -3.4012
*
```

**Energy**: -43021.9911 eV
**⟨S²⟩**: 0.7557
**Kohn-Sham gap (spin up / spin down)**: 8.2 / 8.6 eV

***

(4)
Density functional theory data (ωB97M-V with the def2-TZVPD basis set) for C15H35As3F18N5O5Tl as an isolated structure in a non-equilibrium geometry.

Structure (ORCA input):
```
! RIJCOSX wB97M-V def2-TZVPD def2/J DEFGRID3
* xyz 0 1
Tl 14.2652 -23.2055 10.0615
As 15.4254 -17.3916 13.3337
F 15.5181 -15.9769 14.3846
F 14.9475 -18.3437 14.8209
F 15.3843 -18.9189 12.3921
F 15.7162 -16.3203 11.8512
F 17.1786 -17.5861 13.5964
F 13.7306 -17.1611 13.0840
As 19.6749 -24.6123 6.3253
F 21.0811 -25.0079 5.3511
F 20.8061 -23.5511 7.2875
F 18.3411 -24.0654 7.3821
F 18.6165 -25.6359 5.2031
F 19.9976 -25.9620 7.4562
F 19.3289 -23.2346 5.2461
As 9.6802 -27.6741 12.6324
F 9.3002 -26.7775 14.1589
F 10.8585 -28.5877 13.6423
F 10.2408 -28.5589 11.1435
F 8.4064 -26.7589 11.6524
F 10.9470 -26.4031 12.1791
F 8.3772 -28.8388 12.9983
C 12.7069 -21.5754 3.0236
C 14.0831 -21.8305 3.7543
O 14.0873 -22.2631 4.9275
N 15.2121 -21.5978 3.0728
C 15.2965 -20.9733 1.7867
H 12.6776 -21.8622 1.9725
H 12.3423 -20.5509 3.0989
H 11.9680 -22.2730 3.4179
H 16.1117 -21.6786 3.5248
H 14.6767 -20.0766 1.7876
H 14.9866 -21.6767 1.0139
H 16.3007 -20.5838 1.6191
C 13.5967 -27.6784 5.0990
C 12.7000 -27.3838 6.2713
O 13.2259 -27.0362 7.3360
N 11.3545 -27.2850 6.1307
C 10.7699 -27.1441 4.8019
H 13.2441 -28.4565 4.4220
H 14.5396 -27.9951 5.5448
H 13.5343 -26.7430 4.5429
H 10.8186 -27.2588 6.9864
H 11.0659 -27.9338 4.1113
H 11.0910 -26.2459 4.2745
H 9.6963 -27.1498 4.9900
C 15.2402 -17.0127 6.6319
C 16.1991 -17.9933 7.1169
O 15.8178 -19.0203 7.6503
N 17.4616 -17.6640 7.0400
C 18.5443 -18.4097 7.5069
H 14.8713 -17.3133 5.6512
H 15.7162 -16.0470 6.4616
H 14.4179 -16.9526 7.3448
H 17.7283 -16.7861 6.6178
H 18.3148 -19.0320 8.3719
H 19.3780 -17.7592 7.7713
H 18.9824 -19.1576 6.8461
C 13.1125 -24.8858 16.9220
C 13.1543 -23.6335 16.1220
O 13.7273 -23.6082 15.0385
N 12.6271 -22.5370 16.6008
C 11.6165 -22.4750 17.6610
H 14.0350 -25.3566 16.5820
H 12.3507 -25.5443 16.5045
H 12.9155 -24.8173 17.9918
H 12.9283 -21.6135 16.3241
H 11.8192 -21.5649 18.2256
H 11.6511 -23.2794 18.3957
H 10.6439 -22.3426 17.1872
C 9.2069 -19.7608 7.6996
C 8.8331 -21.2199 7.7133
O 9.7182 -22.0805 8.0779
N 7.5997 -21.5385 7.4273
C 7.0077 -22.8735 7.4607
H 9.1811 -19.3400 6.6945
H 10.2507 -19.7553 8.0137
H 8.6083 -19.1790 8.4004
H 6.9069 -20.8051 7.4743
H 6.5166 -23.0702 6.5076
H 6.2205 -22.9095 8.2138
H 7.7125 -23.6944 7.5926
*
```

**Energy**: -269932.3025 eV
**Kohn-Sham gap**: 1.4 eV

***

- Which formula does entry 4 have?
  C15H35As3F18N5O5Tl

***

- Which value of energy does entry 4 give?
  -269932.3025 eV